Entry 1:
Below is C38H86NO30P6Zr as an isolated structure, with properties calculated with ωB97M-V/def2-TZVPD.

The energy above the lowest of the compared OMol25 structures with the same formula, charge and spin is 0.00 kJ/mol. As for the charge: +1. As for the multiplicity: 1.

Each line ends with the Löwdin charge.
CARTESIAN COORDINATES (ANGSTROEM)
1 Zr 16.78952 -2.66466 31.34688  1.925
2 P 18.89804 -3.83860 30.62487  0.153
3 O 18.31780 -2.49537 29.97408  -0.446
4 O 20.03490 -4.57367 30.06878  -0.262
5 O 17.45682 -4.46679 30.63908  -0.447
6 O 18.68428 -3.23418 32.07246  -0.462
7 C 20.54665 -6.12520 27.07891  -0.053
8 C 19.69857 -7.31791 27.00116  -0.287
9 N 18.99699 -8.21829 26.94943  0.127
10 H 20.35267 -5.58335 26.15448  0.086
11 H 21.57596 -6.41555 27.25400  0.082
12 H 20.13850 -5.52187 27.89065  0.050
13 C 18.11442 -7.06540 34.42161  -0.044
14 C 17.52429 -6.35348 33.21460  -0.230
15 O 16.11419 -6.60246 33.28900  -0.138
16 P 15.03441 -5.71299 32.58439  0.414
17 O 15.40587 -4.34533 32.22758  -0.296
18 O 14.53301 -6.59049 31.37381  -0.150
19 C 14.67645 -8.00925 31.37636  -0.245
20 C 13.94554 -8.66398 30.21490  -0.059
21 O 13.86938 -5.77746 33.63502  -0.186
22 C 12.51395 -5.38681 33.28136  -0.204
23 C 11.71289 -6.65979 33.08831  -0.045
24 H 17.90148 -8.13816 34.38753  0.095
25 H 19.19453 -6.96378 34.51821  0.065
26 H 17.63021 -6.78058 35.35745  0.068
27 H 17.74268 -5.28968 33.31209  0.082
28 H 18.01155 -6.75452 32.32890  0.118
29 H 15.67539 -8.44403 31.29822  0.126
30 H 14.25994 -8.36848 32.31995  0.119
31 H 12.87577 -8.74297 30.41632  0.067
32 H 14.04148 -8.09644 29.28447  0.070
33 H 14.36367 -9.63576 29.96162  0.088
34 H 12.19814 -4.76461 34.11872  0.122
35 H 12.49081 -4.74108 32.40196  0.104
36 H 12.11761 -7.48010 33.67795  0.090
37 H 10.62606 -6.66045 33.12410  0.090
38 H 11.91144 -6.95417 32.04805  0.034
39 C 17.59037 2.68450 35.55808  -0.047
40 C 18.48969 1.82475 34.68640  -0.250
41 O 17.70166 0.95153 33.84675  -0.144
42 P 18.46127 0.17407 32.73000  0.405
43 O 17.55879 -0.74836 32.01800  -0.320
44 O 19.17243 1.25380 31.82596  -0.167
45 C 18.50299 2.45895 31.38503  -0.234
46 C 19.55895 3.28591 30.66111  -0.035
47 O 19.70831 -0.47318 33.38929  -0.159
48 C 20.81886 -1.09671 32.70628  -0.232
49 C 22.12123 -0.62445 33.30506  -0.047
50 H 17.48718 2.32566 36.57888  0.069
51 H 17.91011 3.71873 35.66076  0.080
52 H 16.60322 2.60973 35.09588  0.087
53 H 19.32688 2.36493 34.23799  0.125
54 H 19.04445 1.12847 35.32927  0.114
55 H 17.73272 2.16016 30.67331  0.087
56 H 18.02120 3.02509 32.18315  0.121
57 H 19.07108 4.23826 30.45601  0.087
58 H 20.42471 3.42271 31.30445  0.086
59 H 19.84586 2.73762 29.76871  0.066
60 H 20.73812 -2.18181 32.63951  0.098
61 H 20.71187 -0.82337 31.65077  0.115
62 H 22.61376 -1.27975 34.02658  0.076
63 H 22.87567 -0.45782 32.53498  0.079
64 H 21.95458 0.30851 33.84551  0.082
65 C 16.38369 -0.16060 25.21245  -0.051
66 C 15.53547 0.54887 26.25120  -0.220
67 O 15.45544 -0.23378 27.47035  -0.166
68 P 16.46540 -0.06086 28.65096  0.375
69 O 16.15863 -0.87913 29.82563  -0.280
70 O 16.51572 1.49066 28.94549  -0.196
71 C 15.34972 2.13388 29.52208  -0.244
72 C 15.25830 3.52036 28.93962  -0.057
73 O 17.83307 -0.37363 27.98342  -0.160
74 C 19.08218 0.08523 28.56930  -0.239
75 C 20.22463 -0.56274 27.84602  -0.048
76 H 17.26263 -0.58846 25.68845  0.068
77 H 15.85027 -0.97689 24.72490  0.076
78 H 16.68759 0.53230 24.42762  0.087
79 H 15.77420 1.59461 26.44971  0.109
80 H 14.49565 0.59365 25.91298  0.120
81 H 14.46263 1.50708 29.41964  0.125
82 H 15.49395 2.23685 30.60329  0.116
83 H 15.17606 3.49821 27.84803  0.075
84 H 14.32172 4.00132 29.22715  0.089
85 H 16.12689 4.13513 29.16191  0.080
86 H 19.10293 1.16901 28.42366  0.109
87 H 19.02705 -0.14550 29.63256  0.089
88 H 21.19994 -0.55286 28.32031  0.079
89 H 19.98025 -1.62704 27.71314  0.081
90 H 20.22435 -0.25462 26.79738  0.087
91 C 15.95317 -5.90950 26.52205  -0.059
92 C 15.79475 -5.33967 27.90739  -0.244
93 O 14.39662 -5.13218 28.23831  -0.162
94 P 13.96655 -3.88316 29.10364  0.414
95 O 15.08434 -3.34516 29.88015  -0.298
96 O 13.15916 -2.92892 28.14251  -0.152
97 C 13.52531 -2.83002 26.73978  -0.238
98 C 12.74675 -3.80008 25.88793  -0.066
99 O 12.82697 -4.47815 30.00618  -0.173
100 C 11.60960 -5.00363 29.43430  -0.219
101 C 11.60809 -6.51715 29.39583  -0.056
102 H 15.26080 -6.76182 26.44328  0.086
103 H 15.67700 -5.27197 25.68434  0.072
104 H 16.90770 -6.43129 26.45417  0.058
105 H 16.20146 -6.04847 28.63199  0.120
106 H 16.41241 -4.45187 28.06628  0.110
107 H 13.15618 -1.83933 26.46020  0.116
108 H 14.59347 -2.74238 26.55813  0.115
109 H 11.66554 -3.82601 25.97484  0.085
110 H 12.95243 -3.49241 24.85189  0.090
111 H 13.17466 -4.80466 25.87797  0.068
112 H 10.80741 -4.65334 30.08237  0.125
113 H 11.42697 -4.59412 28.44228  0.106
114 H 12.33566 -6.93627 28.70344  0.070
115 H 11.76355 -6.91753 30.39455  0.032
116 H 10.62588 -6.76644 28.98509  0.096
117 C 14.95214 -4.64345 37.64724  -0.047
118 C 15.43469 -4.58199 36.19428  -0.213
119 O 15.77103 -3.19727 35.92944  -0.163
120 P 17.01928 -2.80574 35.05759  0.441
121 O 16.76449 -2.77346 33.61396  -0.304
122 O 17.44904 -1.42684 35.69964  -0.154
123 C 17.30993 -1.28713 37.12111  -0.256
124 C 15.97539 -0.67618 37.47914  -0.057
125 O 18.10570 -3.83156 35.55010  -0.165
126 C 19.49781 -3.69808 35.22852  -0.249
127 C 20.28829 -4.13553 36.45646  -0.039
128 H 14.87870 -5.67895 37.97174  0.085
129 H 15.56354 -4.09397 38.36192  0.077
130 H 13.98944 -4.12456 37.64894  0.081
131 H 16.27961 -5.26714 36.15455  0.098
132 H 14.65963 -4.91044 35.50909  0.101
133 H 17.49259 -2.21570 37.67669  0.114
134 H 18.13137 -0.71240 37.56337  0.126
135 H 15.13177 -1.32211 37.24869  0.070
136 H 15.91539 -0.55371 38.56583  0.092
137 H 15.85832 0.30263 37.02778  0.071
138 H 19.77911 -4.26434 34.33599  0.098
139 H 19.74324 -2.67908 34.92321  0.107
140 H 19.82100 -3.57648 37.26737  0.077
141 H 20.16454 -5.20267 36.63246  0.079
142 H 21.34336 -3.90284 36.33364  0.084
143 C 20.90809 -6.82163 32.14942  -0.105
144 C 21.89129 -6.62751 33.32337  -0.125
145 O 22.29799 -7.94744 33.61470  0.071
146 C 21.30456 -8.79423 33.23489  -0.574
147 O 21.24484 -9.91796 33.57343  0.192
148 O 20.45650 -8.16140 32.39108  0.054
149 H 21.45357 -6.69320 31.21982  0.115
150 H 20.06473 -6.15737 32.29019  0.089
151 H 21.36084 -6.15110 34.15402  0.105
152 H 22.73247 -5.98789 33.06753  0.124
153 C 22.89087 -3.23300 29.32953  -0.105
154 C 23.37378 -4.57246 29.88998  -0.111
155 O 24.57438 -4.81840 29.16864  0.067
156 C 24.70784 -3.95718 28.13577  -0.589
157 O 25.55051 -3.99489 27.31411  0.182
158 O 23.66259 -3.10658 28.10811  0.043
159 H 23.18108 -2.34447 29.90625  0.123
160 H 21.87433 -3.00234 29.02414  0.100
161 H 22.66631 -5.36359 29.65400  0.109
162 H 23.56784 -4.42248 30.94803  0.124

---

Entry 2:
Below is a 4-piece molecular cluster, C19H39FN5O5 overall, with properties calculated with ωB97M-V/def2-TZVPD.

The value obtained for the electronic energy is -1497.14611 hartree. As for the charge: -1. As for the multiplicity: 1.

Each line ends with the natural charge from an NBO analysis.
CARTESIAN COORDINATES (ANGSTROEM)
1 C -5.01886 1.58666 6.56080  -0.434
2 C -4.38345 0.62447 5.71483  -0.009
3 N -3.71389 1.10477 4.49843  -0.496
4 C -4.53901 1.04429 3.27068  -0.227
5 C -5.38377 -0.29543 3.02828  -0.465
6 C -6.47941 0.06115 1.87154  0.048
7 F -5.87808 0.31461 0.59014  -0.382
8 C -2.32606 0.60915 4.33781  -0.137
9 C -2.17687 -0.88181 3.76414  -0.444
10 C -0.85094 -1.64183 4.32377  -0.410
11 C -0.83128 -3.20308 3.93553  -0.223
12 N -2.13341 -3.90461 4.17985  -0.856
13 C -1.36772 1.63012 3.49815  0.751
14 O -0.96842 1.38955 2.30494  -0.764
15 O -0.98057 2.76747 4.21814  -0.822
16 H -5.50811 2.55551 6.17436  0.207
17 H -5.10609 1.33678 7.68215  0.189
18 H -4.48935 -0.47112 6.02371  0.180
19 H -5.23953 1.96802 3.21403  0.182
20 H -3.83468 1.16229 2.35874  0.244
21 H -4.70919 -1.09213 2.55209  0.233
22 H -5.99947 -0.66439 3.91460  0.210
23 H -7.15792 -0.87667 1.80873  0.153
24 H -7.15128 0.91897 2.24882  0.159
25 H -1.85944 0.59286 5.39934  0.219
26 H -2.16718 -0.94699 2.61171  0.227
27 H -3.07616 -1.49966 4.11403  0.199
28 H 0.06132 -1.14161 3.83665  0.224
29 H -0.79745 -1.50810 5.47189  0.186
30 H -0.55464 -3.29158 2.82718  0.214
31 H -0.02667 -3.70220 4.60500  0.152
32 H -2.33040 -4.00032 5.19343  0.346
33 H -2.08448 -4.85610 3.77321  0.353
34 C 0.61769 -0.31618 0.83239  -0.721
35 C 0.87056 -1.50893 -0.05023  0.675
36 O 0.04235 -2.40302 -0.19605  -0.664
37 N 2.06595 -1.57991 -0.70115  -0.625
38 C 3.16102 -0.63850 -0.66060  -0.406
39 H -0.37137 -0.39937 1.28076  0.283
40 H 1.35796 -0.27971 1.63460  0.221
41 H 0.65188 0.60155 0.24246  0.230
42 H 2.16404 -2.40641 -1.27440  0.399
43 H 3.34582 -0.28745 -1.67711  0.201
44 H 4.04839 -1.16121 -0.29616  0.187
45 H 2.95104 0.21244 -0.01521  0.210
46 C 6.25804 -1.88986 -4.30245  -0.719
47 C 4.77620 -1.64587 -4.20390  0.674
48 O 4.14472 -1.87602 -3.18025  -0.646
49 N 4.13587 -1.15297 -5.29773  -0.613
50 C 4.69584 -0.81656 -6.58922  -0.425
51 H 6.62299 -2.28204 -3.35195  0.244
52 H 6.46676 -2.62500 -5.08261  0.225
53 H 6.77979 -0.95399 -4.51340  0.224
54 H 3.14491 -1.01666 -5.15385  0.405
55 H 4.49834 0.24053 -6.77927  0.233
56 H 4.18954 -1.41771 -7.34789  0.194
57 H 5.76738 -1.00025 -6.63682  0.202
58 C 1.13668 3.19469 -6.61568  -0.722
59 C 2.58739 2.84949 -6.41557  0.678
60 O 3.22885 2.21990 -7.25010  -0.656
61 N 3.18726 3.25797 -5.26514  -0.610
62 C 2.60683 4.00358 -4.16826  -0.414
63 H 0.80164 2.80184 -7.57679  0.243
64 H 0.53072 2.74285 -5.82752  0.236
65 H 1.00565 4.27875 -6.62080  0.227
66 H 4.15928 2.98963 -5.20276  0.399
67 H 3.17253 4.92994 -4.04621  0.196
68 H 2.70116 3.40565 -3.25942  0.211
69 H 1.55874 4.23976 -4.33838  0.216

---

Entry 3:
Below is C31H33N7OPPdS2 as an isolated structure, with properties calculated with ωB97M-V/def2-TZVPD.

The energy above the lowest of the compared OMol25 structures with the same formula, charge and spin is 0.00 kJ/mol. As for the charge: +1. As for the multiplicity: 1.

Each line ends with the Löwdin charge.
CARTESIAN COORDINATES (ANGSTROEM)
1 Pd 0.78265 1.78615 -0.00945  0.763
2 C 2.64368 -0.03383 4.50559  -0.415
3 S 3.83418 0.36954 3.21867  0.902
4 C 2.85036 0.99157 1.94763  -1.057
5 S 1.11506 1.05445 2.09997  0.630
6 N 3.52810 1.38456 0.89788  -0.073
7 N 2.73141 1.85523 -0.09317  -0.183
8 C 3.24241 2.31013 -1.17567  -0.026
9 C 2.31232 2.82655 -2.18474  -0.236
10 C 2.73300 3.39657 -3.37087  0.006
11 C 1.78118 3.86727 -4.26471  -0.028
12 C 0.43999 3.74832 -3.94737  -0.027
13 C 0.09190 3.16173 -2.73912  -0.092
14 N 0.99980 2.72280 -1.87822  -0.003
15 H 3.24339 -0.38762 5.34286  0.042
16 H 1.96862 -0.81805 4.17475  0.014
17 H 2.08484 0.84723 4.81213  0.031
18 H 4.31738 2.30835 -1.31383  0.144
19 H 3.79023 3.46674 -3.58671  0.125
20 H 2.08604 4.31724 -5.19962  0.121
21 H -0.33081 4.09466 -4.62008  0.116
22 H -0.94355 3.02567 -2.45590  0.105
23 C -5.24507 4.09716 0.11669  -0.069
24 C -4.85524 3.83780 1.56845  -0.409
25 C -3.81035 4.83889 2.05329  -0.072
26 C -4.41431 2.38934 1.77999  -0.097
27 N -3.22541 2.03429 0.99864  -0.079
28 C -1.94249 2.29096 1.22448  -0.131
29 N -1.25924 1.80121 0.21408  -0.120
30 N -2.14635 1.24696 -0.63757  0.021
31 N -3.32710 1.38542 -0.17129  0.098
32 H -5.62847 5.11101 0.00495  0.086
33 H -6.01413 3.40297 -0.22378  0.085
34 H -4.38355 3.99616 -0.54781  0.073
35 H -5.74664 3.94589 2.19306  0.142
36 H -2.94187 4.86159 1.38968  0.074
37 H -3.46984 4.61502 3.06688  0.083
38 H -4.22874 5.84463 2.06072  0.087
39 H -5.18955 1.69748 1.45712  0.132
40 H -4.18383 2.19601 2.82735  0.134
41 H -1.53573 2.78345 2.09061  0.136
42 O 1.19321 -0.63455 -1.16960  -0.377
43 P 0.98519 -2.03752 -0.69528  0.766
44 C -0.05657 -2.12504 0.77576  -0.297
45 C 0.38076 -2.64374 1.98766  -0.075
46 C -0.45541 -2.60548 3.09918  -0.077
47 C -1.71731 -2.04057 3.00300  -0.074
48 C -2.15975 -1.52675 1.78775  -0.084
49 C -1.33495 -1.57329 0.67709  -0.107
50 C 0.15284 -3.05969 -1.92200  -0.281
51 C -0.71113 -4.09779 -1.58343  -0.084
52 C -1.28065 -4.87786 -2.58003  -0.071
53 C -0.99292 -4.61966 -3.91208  -0.073
54 C -0.13752 -3.58041 -4.25480  -0.071
55 C 0.43547 -2.80041 -3.26274  -0.067
56 C 2.52327 -2.87852 -0.28946  -0.279
57 C 3.63198 -2.10170 0.03309  -0.072
58 C 4.82508 -2.70970 0.39694  -0.067
59 C 4.91238 -4.09377 0.43686  -0.070
60 C 3.81040 -4.87321 0.10718  -0.069
61 C 2.61769 -4.26925 -0.25745  -0.071
62 H 1.37011 -3.07913 2.06684  0.109
63 H -0.12024 -3.02574 4.03942  0.109
64 H -2.36602 -2.01810 3.86920  0.107
65 H -3.15945 -1.11651 1.70550  0.098
66 H -1.67744 -1.18832 -0.27660  0.094
67 H -0.94529 -4.29499 -0.54419  0.109
68 H -1.95230 -5.68420 -2.31639  0.108
69 H -1.44010 -5.22854 -4.68702  0.108
70 H 0.08098 -3.37791 -5.29502  0.107
71 H 1.09683 -1.98156 -3.51745  0.107
72 H 3.55937 -1.02303 -0.01261  0.079
73 H 5.68512 -2.10200 0.64677  0.108
74 H 5.84324 -4.56894 0.71814  0.108
75 H 3.88368 -5.95260 0.12725  0.108
76 H 1.76518 -4.88108 -0.52705  0.106

---

Entry 4:
Below is one molecule with the formula C4H8N2O, with properties calculated with ωB97M-V/def2-TZVPD.

The energy above the lowest of the compared OMol25 structures with the same formula, charge and spin is 220.59 kJ/mol. As for the charge: 0. As for the SMILES: NC(=O)CN1CC1. As for the multiplicity: 1.

Each line ends with the natural charge from an NBO analysis.
CARTESIAN COORDINATES (ANGSTROEM)
1 N 1.57533 0.10315 -1.26368  -0.828
2 C 1.86395 -0.38326 -0.02619  0.666
3 O 2.97915 -0.67038 0.36932  -0.620
4 C 0.62175 -0.58366 0.85643  -0.302
5 N -0.48989 0.08420 0.26659  -0.472
6 C -1.58279 0.90035 0.60288  -0.209
7 C -1.67779 -0.18481 -0.44273  -0.219
8 H 2.32332 0.37587 -1.87746  0.401
9 H 0.64114 0.44304 -1.42302  0.409
10 H 0.48254 -1.66380 1.00059  0.214
11 H 0.85121 -0.14896 1.83409  0.231
12 H -2.15426 0.74135 1.51878  0.182
13 H -1.47748 1.93957 0.29398  0.185
14 H -2.30437 -1.04901 -0.21302  0.186
15 H -1.65179 0.09636 -1.49656  0.176

---

Which formula does entry 2 have? C19H39FN5O5

---

Which value of multiplicity does entry 3 give? 1